Entry 1:
{
  "formula": "C53H55N2O7SeTi",
  "method": "ωB97M-V/def2-TZVPD",
  "elements": ["Ti", "C", "C", "C", "O", "C", "C", "O", "C", "O", "C", "C", "C", "C", "C", "C", "C", "C", "C", "C", "C", "C", "C", "O", "C", "C", "C", "C", "C", "C", "C", "C", "C", "C", "C", "C", "H", "H", "H", "H", "H", "H", "H", "H", "H", "H", "H", "H", "H", "H", "H", "H", "H", "H", "H", "H", "H", "H", "H", "H", "H", "H", "H", "H", "C", "C", "C", "C", "N", "C", "Se", "N", "C", "C", "C", "C", "C", "C", "C", "C", "C", "C", "H", "H", "H", "H", "H", "H", "H", "H", "H", "H", "H", "H", "H", "H", "H", "H", "H", "H", "H", "H", "H", "H", "O", "C", "C", "C", "C", "C", "C", "C", "O", "O", "H", "H", "H", "H", "H"],
  "positions_angstrom": [[0.4126, -0.8976, 0.9708], [4.9140, 3.4527, -1.2388], [4.4098, 3.1950, 0.2074], [5.1651, 3.9824, 1.2783], [2.9624, 3.3807, 0.2403], [2.3874, 2.2670, 0.9628], [3.3369, 1.1050, 0.4880], [4.6100, 1.7745, 0.5544], [3.4253, -0.2786, 1.1643], [2.2036, -1.0613, 0.9211], [4.6070, -1.1395, 0.5904], [5.1350, -0.8506, -0.6554], [6.1449, -1.6174, -1.1969], [6.6422, -2.7614, -0.5509], [6.0538, -3.1219, 0.6642], [5.0452, -2.3015, 1.2283], [3.6728, -0.2098, 2.6783], [2.8100, -0.8663, 3.5675], [2.7262, -0.4635, 4.8874], [3.5647, 0.5218, 5.3673], [4.6289, 0.9421, 4.5710], [4.7161, 0.5499, 3.2367], [0.8966, 2.1954, 0.5826], [0.2621, 0.9969, 1.1584], [0.8134, 2.1477, -0.9415], [0.8130, 3.3165, -1.7483], [0.8995, 3.1759, -3.1338], [1.0182, 1.9125, -3.7503], [0.9662, 0.7915, -2.9514], [0.8979, 0.9244, -1.5712], [0.1299, 3.4124, 1.1110], [0.5823, 4.1309, 2.2012], [-0.2437, 5.0524, 2.8638], [-1.5704, 5.2276, 2.4551], [-1.9900, 4.5862, 1.2653], [-1.1894, 3.6486, 0.6653], [4.9263, 4.5265, -1.4699], [4.2617, 2.9840, -1.9937], [5.9445, 3.0872, -1.3907], [5.0516, 5.0716, 1.1397], [6.2345, 3.7884, 1.2347], [4.8292, 3.7368, 2.2943], [2.4894, 2.3757, 2.0466], [3.0765, 0.9203, -0.5892], [4.7818, 0.0577, -1.1480], [6.5506, -1.2677, -2.1388], [7.3624, -3.3987, -1.0438], [6.3401, -4.0323, 1.1704], [4.6056, -2.6157, 2.1639], [2.2714, -1.7535, 3.2005], [1.9742, -0.9235, 5.5107], [3.4264, 0.8713, 6.3889], [5.3500, 1.6422, 4.9393], [5.5520, 0.8436, 2.6198], [0.7945, 4.3030, -1.3107], [0.9297, 4.0520, -3.7594], [1.1304, 1.8375, -4.8188], [1.0081, -0.2037, -3.3759], [0.9184, 0.0145, -0.9439], [1.6197, 3.9726, 2.5526], [0.1274, 5.6101, 3.7076], [-2.2667, 5.8189, 3.0525], [-2.9883, 4.7473, 0.8943], [-1.5595, 3.0652, -0.1930], [-5.2451, 2.3073, -0.6267], [-5.3680, 1.2768, -1.7526], [-4.4387, 1.4455, -2.9857], [-2.9460, 1.2131, -2.7787], [-2.5240, -0.1782, -2.7587], [-2.5288, -1.0051, -1.6668], [-2.3563, -0.3815, 0.0615], [-2.4067, -2.2909, -2.0610], [-2.6470, -3.4549, -1.2228], [-4.0024, -4.1476, -1.4201], [-5.2415, -3.2304, -1.1488], [-5.3703, -2.6814, 0.2635], [-2.2990, -2.3131, -3.4824], [-2.2293, -3.3273, -4.4079], [-2.2192, -2.9889, -5.7710], [-2.2559, -1.6547, -6.1939], [-2.3110, -0.6218, -5.2475], [-2.3133, -0.9547, -3.9127], [-6.0622, 2.1731, 0.0784], [-5.2583, 3.3556, -0.9431], [-4.3303, 2.1857, -0.0509], [-6.3878, 1.2664, -2.1271], [-5.2819, 0.2747, -1.3109], [-4.5509, 2.4851, -3.3040], [-4.8257, 0.8032, -3.7876], [-2.6715, 1.5985, -1.7983], [-2.3376, 1.7582, -3.5127], [-2.5764, -3.0462, -0.2034], [-1.7959, -4.1523, -1.3503], [-4.0698, -5.0059, -0.7363], [-4.0777, -4.5220, -2.4322], [-6.1323, -3.8243, -1.3713], [-5.2514, -2.4115, -1.8999], [-5.2571, -3.4574, 1.0517], [-6.3604, -2.2084, 0.4424], [-4.6498, -1.8922, 0.5005], [-2.1879, -4.3607, -4.0894], [-2.2079, -3.8354, -6.4950], [-2.2358, -1.3582, -7.2302], [-2.3547, 0.4320, -5.5645], [-0.2097, -1.5848, 3.0007], [-1.3845, -2.4669, 3.1117], [-2.4338, -2.1201, 3.9503], [-3.3967, -3.0877, 4.2496], [-3.2769, -4.3815, 3.7008], [-2.2728, -4.6695, 2.8085], [-1.3125, -3.6970, 2.4684], [-0.1445, -3.9477, 1.5210], [0.3252, -5.0497, 1.3067], [0.1937, -2.7874, 0.8663], [-0.3283, -0.9502, 3.7436], [-2.4586, -1.0926, 4.3615], [-4.1836, -2.8450, 4.9218], [-3.9557, -5.1782, 3.9804], [-2.1968, -5.6640, 2.3722]],
  "forces_ev_per_angstrom": [[-0.866, 0.617, 0.892], [-0.140, 0.120, 0.148], [-0.266, -1.313, -0.148], [-0.383, 0.691, 0.004], [1.169, -0.412, 0.799], [0.654, -0.878, -0.337], [-0.382, 0.768, -0.969], [-0.634, 0.726, -0.353], [0.226, -2.242, 0.698], [2.884, 1.738, -0.264], [-0.810, -0.086, -0.215], [0.008, 0.651, 0.215], [0.502, -0.218, -0.213], [-1.087, 0.436, 0.057], [-0.614, 0.947, -0.162], [0.620, -0.388, -0.339], [-0.184, 0.374, 0.355], [0.027, -0.325, -0.807], [-0.126, -0.270, -0.193], [0.335, 0.056, 0.375], [-0.431, -0.136, -0.277], [-0.811, -0.077, -0.058], [-1.013, -0.802, 0.153], [1.327, 1.256, -0.724], [0.172, 0.686, -0.413], [0.094, -1.200, -0.268], [0.261, -0.504, 0.067], [-0.401, 0.847, 0.695], [0.147, -0.390, 0.026], [-0.399, -0.535, 0.259], [-0.801, -0.543, 0.563], [0.663, 0.446, 0.302], [-0.677, -0.322, -0.406], [0.597, -0.284, -0.615], [-0.163, 0.150, 1.304], [0.852, -0.486, -0.773], [-0.102, -0.166, 0.226], [0.128, -0.023, 0.473], [-0.448, 0.026, 0.339], [-0.144, -0.418, -0.078], [0.042, -0.267, -0.163], [-0.104, -0.103, -0.347], [0.075, 0.001, -0.049], [0.236, 0.037, 0.835], [0.340, -0.461, -0.147], [0.143, -0.320, -0.080], [0.193, 0.078, 0.123], [0.049, -0.016, 0.062], [-0.050, 0.080, 0.106], [-0.164, 0.861, 0.161], [0.027, -0.062, 0.274], [0.218, 0.064, -0.216], [0.368, 0.163, 0.324], [-0.102, 0.305, -0.059], [-0.076, -0.008, 0.120], [-0.019, 0.252, -0.058], [-0.047, -0.027, -0.183], [0.081, -0.012, -0.085], [0.086, 0.602, -0.889], [-0.858, 0.302, -0.122], [0.098, -0.051, 0.218], [0.282, 0.075, -0.368], [-0.225, 0.017, -0.034], [0.140, 0.337, 0.455], [0.237, 0.051, -0.023], [0.229, -0.337, -0.060], [-0.545, -0.068, 0.344], [0.450, 0.408, 0.625], [-0.047, -1.091, -0.511], [0.684, 0.521, -0.047], [-0.305, 0.201, 0.300], [-0.413, 0.110, -1.934], [0.607, -0.237, 0.939], [-0.562, 0.902, 0.422], [0.392, -0.181, -0.587], [-0.331, 0.290, 0.901], [0.044, 1.442, 0.499], [0.027, -0.215, -0.347], [-0.013, -0.637, -0.246], [0.094, 0.093, 0.850], [0.088, 0.500, -0.581], [-0.985, -0.989, 1.176], [-0.114, -0.003, 0.053], [-0.141, -0.162, -0.310], [0.209, -0.176, -0.008], [-0.216, 0.278, -0.173], [0.348, 0.070, -0.057], [0.023, -0.021, -0.205], [0.171, 0.145, 0.003], [0.156, 0.183, 0.051], [-0.144, -0.290, 0.070], [0.023, -0.335, -0.176], [-0.456, 0.266, 0.022], [0.268, 0.171, -0.153], [-0.043, -0.218, -0.302], [0.059, -0.043, -0.054], [0.056, -0.253, 0.424], [-0.017, 0.235, -0.553], [0.424, -0.381, -0.299], [0.093, -0.226, -0.162], [-0.054, -0.024, -0.089], [0.080, 0.939, 0.516], [-0.032, -0.301, -0.184], [0.006, -0.618, 0.161], [-2.600, -0.134, 0.948], [1.309, 0.405, -0.067], [0.066, 0.298, 0.111], [1.016, -0.426, -0.777], [-0.407, 0.709, 0.480], [0.846, 0.284, -0.623], [0.442, -0.130, 0.340], [0.084, 1.250, -1.600], [-0.492, 1.252, 0.319], [-0.799, -3.395, 0.768], [0.398, -0.252, -0.747], [-0.151, -0.764, -0.108], [-0.547, 0.097, 0.392], [-0.144, 0.206, 0.023], [0.114, 0.236, 0.032]],
  "mulliken_charge": [0.18, -1.56, 1.11, -1.65, -0.36, -1.68, -0.98, -0.26, 2.82, -0.18, -0.30, -0.20, -0.90, -0.67, -0.81, -0.29, -0.92, -0.13, -0.65, -0.77, -0.69, -0.53, 2.83, -0.33, 0.33, -0.09, -1.24, -1.15, -0.97, 1.14, -0.92, -0.26, -0.96, -0.61, -0.88, 0.09, 0.42, 0.28, 0.30, 0.36, 0.38, 0.34, 1.68, 1.15, 0.21, 0.42, 0.39, 0.42, 0.39, 0.68, 0.48, 0.40, 0.44, 0.51, 0.56, 0.50, 0.51, 0.62, -0.43, 0.29, 0.45, 0.40, 0.43, 0.11, -1.28, 0.19, -0.84, -0.11, 1.48, -1.02, -0.42, 1.00, -0.65, -0.87, -0.32, -0.77, 0.60, -0.85, -0.69, -0.70, -0.90, 0.45, 0.44, 0.35, 0.15, 0.47, -0.29, 0.50, 0.31, -0.83, 0.62, -0.33, 0.47, 0.50, 0.42, 0.46, 0.11, 0.31, 0.37, -0.01, 0.50, 0.35, 0.46, 0.42, 0.01, 0.57, -0.62, -0.74, -0.67, -0.65, 0.52, 0.17, -0.67, -0.17, 0.08, 0.44, 0.50, 0.42, 0.50],
  "multiplicity": 2,
  "gap_ev": [7.41, 8.29],
  "de_lowest_kcal_mol": 0.00,
  "total_energy_ha": -5939.83005,
  "charge": 0,
  "e_lumo_ha": [0.014, 0.015]
}

---

Entry 2:
{
  "formula": "C2FNO2",
  "method": "ωB97M-V/def2-TZVPD",
  "elements": ["C", "C", "N", "O", "O", "F"],
  "positions_angstrom": [[-1.1383, -0.3881, -0.7498], [1.2186, 0.4199, 0.7879], [1.1987, -0.1348, -0.2707], [-1.7558, 0.5442, -1.0116], [1.3635, 0.9512, 1.8143], [-1.2872, -1.6433, -0.6464]],
  "forces_ev_per_angstrom": [[2.502, 0.770, 0.763], [-0.139, 0.561, 1.182], [-2.754, -1.538, -2.802], [0.243, -0.488, 0.040], [0.007, 0.498, 0.885], [0.142, 0.196, -0.067]],
  "mulliken_charge": [0.57, 0.69, -0.59, -0.18, -0.43, -0.07],
  "multiplicity": 1,
  "gap_ev": [8.11, 7.80],
  "de_lowest_kcal_mol": 79.80,
  "total_energy_ha": -381.20373,
  "charge": 0,
  "e_lumo_ha": [-0.082, -0.091]
}

---

Entry 3:
{
  "formula": "C3H6O3",
  "method": "ωB97M-V/def2-TZVPD",
  "elements": ["O", "C", "O", "C", "C", "O", "H", "H", "H", "H", "H", "H"],
  "positions_angstrom": [[1.0962, 1.8682, 0.0206], [0.4161, 1.1404, -0.6464], [-0.2002, 1.5425, -1.7702], [0.0770, -0.3028, -0.3697], [-0.0351, -0.6226, 1.1183], [-1.0280, -1.6260, 1.3572], [0.0707, 2.4422, -1.9933], [0.8514, -0.9124, -0.8443], [-0.9004, -0.4399, -0.8200], [-0.3485, 0.2354, 1.6955], [0.9269, -0.9646, 1.5063], [-0.9261, -2.3603, 0.7461]],
  "forces_ev_per_angstrom": [[0.208, 0.009, 0.129], [-0.065, -0.022, 0.158], [-0.126, -0.058, -0.534], [-0.013, 0.571, 0.347], [0.036, -0.791, -0.059], [-0.022, 0.286, 0.075], [0.106, 0.134, 0.206], [-0.297, -0.077, -0.147], [-0.006, -0.440, -0.237], [-0.051, 0.243, 0.042], [0.040, 0.138, 0.060], [0.191, 0.006, -0.040]],
  "mulliken_charge": [-0.55, 0.39, -0.45, -0.29, -0.31, -0.54, 0.35, 0.25, 0.30, 0.32, 0.24, 0.30],
  "multiplicity": 1,
  "smiles": "O=C(O)CCO",
  "gap_ev": 11.20,
  "de_lowest_kcal_mol": 11.10,
  "total_energy_ha": -343.63687,
  "charge": 0,
  "e_lumo_ha": 0.025
}

---

Entry 4:
{
  "formula": "C5H8O3Tl",
  "method": "ωB97M-V/def2-TZVPD",
  "elements": ["O", "C", "C", "O", "C", "O", "Tl", "C", "C", "H", "H", "H", "H", "H", "H", "H", "H"],
  "positions_angstrom": [[0.7384, -0.4461, 0.9230], [-0.1573, 0.6907, 0.5239], [0.5826, 1.2383, -0.7016], [1.8661, 0.5880, -0.6429], [1.8492, -0.3693, 0.2588], [2.7614, -1.1840, 0.3521], [4.4608, -1.4586, -0.4984], [-1.6137, 0.3439, 0.3645], [-1.7613, -1.1108, -0.0658], [-0.0312, 1.3623, 1.3828], [0.7453, 2.3181, -0.6462], [0.1101, 0.9719, -1.6536], [-2.1266, 0.5265, 1.3177], [-2.0268, 1.0239, -0.3952], [-2.7650, -1.4749, 0.1823], [-1.0423, -1.7755, 0.4414], [-1.5896, -1.2444, -1.1426]],
  "forces_ev_per_angstrom": [[1.822, -0.895, -0.285], [0.361, 1.686, 0.712], [-0.985, 0.396, -0.089], [1.581, -1.119, 0.494], [-5.384, 3.770, -1.396], [-0.893, -2.039, 2.802], [3.576, -0.460, -1.864], [0.176, -0.622, 0.189], [-0.192, -0.701, -0.264], [0.046, -0.039, -0.290], [-0.024, -0.255, -0.047], [0.178, -0.021, 0.181], [0.124, -0.036, -0.342], [0.021, -0.098, 0.274], [0.255, 0.077, -0.257], [-0.470, 0.289, -0.007], [-0.191, 0.067, 0.188]],
  "mulliken_charge": [-0.31, 0.22, -0.47, -0.31, 1.05, -0.39, 1.14, -0.56, -1.13, 0.38, 0.32, 0.34, 0.37, 0.33, 0.40, 0.31, 0.31],
  "multiplicity": 2,
  "gap_ev": [8.82, 3.79],
  "total_energy_ha": -592.74035,
  "charge": 2,
  "e_lumo_ha": [-0.354, -0.538]
}

---

Entry 5:
{
  "formula": "C3H3F",
  "method": "ωB97M-V/def2-TZVPD",
  "elements": ["C", "C", "C", "F", "H", "H", "H"],
  "positions_angstrom": [[-2.1816, -0.3354, 0.1039], [-3.2912, 0.1021, -0.0217], [-0.0177, 0.2189, -0.0136], [-4.5820, 0.0551, -0.0297], [0.0215, -0.1498, -1.1126], [0.1807, -0.4288, 0.7909], [-0.0974, 1.2518, -0.0892]],
  "forces_ev_per_angstrom": [[5.694, 1.286, -0.197], [-2.163, -0.568, 0.108], [-4.867, -2.891, -3.852], [-0.018, 0.551, -0.140], [0.463, 0.048, 2.281], [0.867, -0.167, 0.780], [0.025, 1.742, 1.020]],
  "mulliken_charge": [-0.37, 0.29, -0.60, -0.22, 0.25, 0.33, 0.30],
  "multiplicity": 1,
  "gap_ev": 9.39,
  "de_lowest_kcal_mol": 87.33,
  "total_energy_ha": -215.74317,
  "charge": 0,
  "e_lumo_ha": -0.016
}

---

Entry 6:
{
  "formula": "C3H5Cl",
  "method": "ωB97M-V/def2-TZVPD",
  "elements": ["C", "C", "C", "Cl", "H", "H", "H", "H", "H"],
  "positions_angstrom": [[0.0988, -0.0914, 0.1217], [-0.4273, -1.0182, 0.8571], [-0.1544, 0.7839, -1.0058], [0.3490, -1.7824, 2.1981], [2.2185, 0.4915, 1.0279], [-1.4240, -1.4200, 0.7045], [0.6095, 0.6503, -1.7723], [-1.1323, 0.5605, -1.4427], [-0.1379, 1.8258, -0.6887]],
  "forces_ev_per_angstrom": [[1.390, 0.299, 0.767], [-0.246, -0.215, 0.058], [-0.040, 0.134, -0.256], [0.159, -0.078, 0.203], [-1.069, -0.314, -0.470], [-0.049, 0.086, -0.164], [-0.050, 0.020, -0.031], [-0.060, 0.034, -0.066], [-0.034, 0.035, -0.041]],
  "mulliken_charge": [-0.15, -0.03, -0.87, -0.17, 0.03, 0.34, 0.26, 0.32, 0.26],
  "multiplicity": 1,
  "gap_ev": [8.73, 9.25],
  "de_lowest_kcal_mol": 104.57,
  "total_energy_ha": -577.30655,
  "charge": 0,
  "e_lumo_ha": [-0.012, -0.010]
}

---

> Which formula does entry 1 have?

C53H55N2O7SeTi